(1)
A structure of composition C52H52IrN6OP2 in a non-equilibrium geometry. Source: the Open Molecules 2025 dataset; level of theory: ωB97M-V/def2-TZVPD.

LUMO level = -2.4 eV
Gap between HOMO and LUMO = 6.06 eV
E_tot = -3203.2881 Ha
HOMO = -0.3121 hartree
Strongest force on any atom = 1.883 eV/A

Geometry as ORCA input:
```
! RIJCOSX wB97M-V def2-TZVPD def2/J DEFGRID3
* xyz 1 1
Ir -0.255 0.266 0.101
C -4.028 -3.258 -0.548
C -2.953 -2.648 -1.079
N -2.130 -1.753 -0.359
C -1.349 -1.704 1.916
C -1.950 -2.836 2.605
C -4.255 -3.489 0.964
C -1.770 -3.114 3.971
C -1.072 -2.176 4.671
C -0.483 -1.026 4.076
C -0.557 -0.777 2.725
N 0.077 0.237 2.032
C 0.917 1.238 2.468
C 1.628 1.287 3.653
C 2.423 2.400 3.983
C 2.540 3.481 3.159
C 1.873 3.461 1.913
C 1.971 4.514 0.974
C 1.339 4.423 -0.233
C 0.596 3.266 -0.516
N 0.473 2.283 0.343
C 1.088 2.346 1.562
H -4.716 -3.751 -1.223
H -2.772 -2.699 -2.146
H -4.401 -4.567 1.069
H -2.229 -3.967 4.452
H -0.948 -2.297 5.740
H 0.026 -0.348 4.739
H 1.619 0.454 4.332
H 2.951 2.385 4.928
H 3.142 4.339 3.428
H 2.560 5.387 1.228
H 1.399 5.212 -0.969
H 0.072 3.155 -1.459
C -4.689 2.668 -2.997
C -3.834 1.585 -3.158
C -3.138 1.087 -2.069
C -3.290 1.671 -0.810
C -4.153 2.752 -0.654
C -4.847 3.249 -1.749
P -2.403 0.905 0.572
C -2.436 2.129 1.919
C -2.738 1.765 3.228
C -2.639 2.695 4.253
C -2.247 3.997 3.984
C -1.955 4.373 2.678
C -2.046 3.444 1.656
C -3.481 -0.479 1.110
C -4.774 -0.388 1.409
C -5.653 -1.498 1.770
C -5.441 -2.804 1.586
C -2.874 -3.099 1.460
C -1.844 -4.137 1.058
C -0.623 -4.083 0.388
C 0.010 -2.933 -0.063
C -0.724 -1.735 0.126
C -2.610 -1.663 0.998
H -5.237 3.055 -3.846
H -3.719 1.125 -4.131
H -2.489 0.226 -2.183
H -4.284 3.211 0.317
H -5.516 4.090 -1.622
H -3.028 0.748 3.461
H -2.870 2.395 5.267
H -2.171 4.719 4.786
H -1.657 5.390 2.457
H -1.822 3.752 0.641
H -5.237 0.595 1.395
H -6.596 -1.207 2.218
H -6.229 -3.470 1.921
H -2.151 -5.109 1.431
H -0.084 -5.024 0.343
H 1.072 -2.929 -0.260
O 1.795 -0.069 -0.338
P 2.598 -0.554 -1.509
N 3.108 -2.091 -1.316
C 3.669 -2.583 -0.049
C 3.600 -4.095 -0.221
C 3.897 -4.296 -1.709
C 3.286 -3.068 -2.403
N 3.909 0.408 -1.730
C 5.281 -0.094 -1.888
C 6.065 1.170 -2.214
C 5.380 2.244 -1.365
C 3.903 1.824 -1.319
N 1.697 -0.488 -2.889
C 2.270 -0.142 -4.204
C 1.068 -0.208 -5.138
C -0.071 0.288 -4.254
C 0.225 -0.378 -2.915
H 3.080 -2.210 0.789
H 4.707 -2.257 0.082
H 2.597 -4.448 0.022
H 4.306 -4.614 0.424
H 3.477 -5.222 -2.096
H 4.974 -4.325 -1.880
H 2.321 -3.288 -2.865
H 3.953 -2.691 -3.183
H 5.339 -0.836 -2.686
H 5.651 -0.552 -0.965
H 5.965 1.403 -3.276
H 7.125 1.063 -1.990
H 5.499 3.239 -1.793
H 5.799 2.266 -0.359
H 3.289 2.416 -2.004
H 3.481 1.928 -0.318
H 3.049 -0.851 -4.488
H 2.713 0.858 -4.185
H 0.887 -1.243 -5.435
H 1.208 0.386 -6.039
H -1.061 0.040 -4.633
H -0.008 1.374 -4.146
H -0.253 -1.355 -2.813
H -0.158 0.259 -2.089
*
```

=====

(2)
A structure of composition C52H56FN10O5Zr in a non-equilibrium geometry. Source: the Open Molecules 2025 dataset; level of theory: ωB97M-V/def2-TZVPD.

LUMO level = -6.7 eV
Gap between HOMO and LUMO = 7.07 eV
E_tot = -3085.2770 Ha
HOMO = -0.5051 hartree
Strongest force on any atom = 1.335 eV/A

Geometry as ORCA input:
```
! RIJCOSX wB97M-V def2-TZVPD def2/J DEFGRID3
* xyz 3 1
Zr 0.169 0.485 -0.136
C -0.639 -2.994 2.858
C -0.024 -1.977 1.959
N -0.643 -0.960 1.475
N -1.952 -0.775 1.876
C -2.499 0.193 1.198
O -1.882 0.835 0.247
C -3.868 0.628 1.534
C -4.660 -0.112 2.410
C -5.930 0.331 2.729
C -6.414 1.512 2.180
C -5.632 2.245 1.299
C -4.362 1.802 0.969
C 1.406 -2.071 1.599
C 2.175 -3.149 2.010
C 3.531 -3.166 1.721
C 4.072 -2.092 1.041
C 3.234 -1.060 0.647
N 1.922 -1.034 0.898
H -1.654 -2.709 3.109
H -0.653 -3.968 2.365
H -0.053 -3.100 3.771
H -4.271 -1.025 2.839
H -6.545 -0.239 3.410
H -7.405 1.858 2.437
H -6.015 3.160 0.868
H -3.757 2.349 0.260
H 1.720 -3.960 2.556
H 4.148 -3.996 2.033
H 5.124 -2.044 0.806
H 3.622 -0.218 0.094
C -5.563 -0.829 -5.138
C -4.195 -0.363 -5.604
N -3.155 -0.563 -4.576
C -2.785 0.480 -3.833
C -1.871 0.427 -2.804
C -1.536 1.747 -2.154
O -2.281 2.689 -2.206
O -0.333 1.757 -1.612
C -1.312 -0.815 -2.457
O -0.512 -1.006 -1.468
C -1.674 -1.942 -3.281
C -1.121 -3.208 -3.037
C -1.454 -4.271 -3.815
F -0.858 -5.450 -3.559
C -2.372 -4.171 -4.891
C -2.931 -2.924 -5.115
C -2.592 -1.808 -4.335
N -2.746 -5.258 -5.696
C -2.392 -6.635 -5.351
C -3.073 -7.588 -6.335
N -4.373 -6.983 -6.774
C -4.132 -5.754 -7.625
C -2.853 -5.075 -7.136
H -6.297 -0.636 -5.918
H -5.870 -0.282 -4.247
H -5.581 -1.892 -4.903
H -4.208 0.705 -5.817
H -3.865 -0.856 -6.520
H -3.248 1.432 -4.063
H -0.403 -3.337 -2.240
H -3.670 -2.820 -5.892
H -2.735 -6.846 -4.338
H -1.318 -6.834 -5.390
H -3.274 -8.554 -5.876
H -2.496 -7.749 -7.243
H -4.913 -6.716 -5.947
H -4.935 -7.665 -7.289
H -5.010 -5.120 -7.511
H -4.056 -6.082 -8.661
H -2.895 -4.021 -7.397
H -1.973 -5.486 -7.645
C 3.331 1.927 10.557
C 3.540 2.503 9.189
C 4.720 2.264 8.487
C 4.915 2.773 7.216
C 3.931 3.560 6.631
N 4.172 4.121 5.341
C 3.393 4.021 4.251
O 3.650 4.613 3.195
N 2.299 3.193 4.348
C 1.322 3.213 3.334
C 0.627 4.382 3.033
C -0.289 4.370 1.999
C -0.464 3.206 1.266
N 0.200 2.078 1.562
C 1.066 2.082 2.582
C 2.759 3.832 7.321
C 2.566 3.291 8.583
H 4.246 1.971 11.145
H 3.033 0.879 10.493
H 2.553 2.462 11.097
H 5.501 1.671 8.944
H 5.834 2.571 6.681
H 5.024 4.642 5.193
H 2.162 2.647 5.186
H 0.813 5.280 3.606
H -0.852 5.254 1.739
H -1.136 3.170 0.415
H 1.594 1.154 2.781
H 2.013 4.492 6.896
H 1.654 3.516 9.119
C 4.552 2.374 1.081
N 4.031 3.694 0.658
C 5.107 4.495 0.018
C 2.775 3.590 -0.190
C 2.835 2.498 -1.224
C 3.566 2.751 -2.386
C 3.730 1.774 -3.352
C 3.162 0.527 -3.148
C 2.406 0.291 -2.005
C 2.188 1.266 -1.015
H 5.278 2.541 1.873
H 5.018 1.888 0.226
H 3.721 1.770 1.443
H 3.777 4.180 1.550
H 5.441 3.981 -0.880
H 5.928 4.590 0.724
H 4.714 5.478 -0.226
H 2.645 4.576 -0.634
H 1.966 3.416 0.513
H 4.004 3.729 -2.547
H 4.296 1.981 -4.249
H 3.300 -0.259 -3.881
H 1.979 -0.712 -1.903
*
```

=====

Q: The highest HOMO belongs to which entry?
A: C52H52IrN6OP2